ORCA calculation (ωB97M-V/def2-TZVPD) on the molecule C4H9NO2.

Computed properties:
- SMILES string = CCCOC(N)=O
- HOMO energy (eV) = -10.39
- ΔE to the lowest compared entry with this formula, charge and spin (kcal per mole) = 4.1

The geometry in ORCA input format:
```
! RIJCOSX wB97M-V def2-TZVPD def2/J DEFGRID3
* xyz 0 1
C -2.02 -0.27 -0.66
C -1.42 0.91 0.11
C -0.18 0.53 0.89
O 0.92 0.37 -0.03
C 1.76 -0.66 0.21
N 2.79 -0.63 -0.69
O 1.62 -1.51 1.06
H -2.39 -1.04 0.03
H -2.86 0.05 -1.28
H -1.27 -0.73 -1.31
H -1.17 1.73 -0.58
H -2.16 1.31 0.82
H 0.10 1.31 1.60
H -0.31 -0.41 1.43
H 3.58 -1.21 -0.44
H 2.99 0.25 -1.14
*
```

ORCA calculation (ωB97M-V/def2-TZVPD) on the ion C5H10NO with charge +1 in a non-equilibrium geometry.

Computed properties:
- SMILES string = O=C[C@@H]1CCC[NH2+]1
- HOMO energy (eV) = -14.53
- ΔE to the lowest compared entry with this formula, charge and spin (kcal per mole) = 73.9

The geometry in ORCA input format:
```
! RIJCOSX wB97M-V def2-TZVPD def2/J DEFGRID3
* xyz 1 1
O -1.25 0.21 1.89
C -1.10 1.00 0.99
C -0.31 0.81 -0.39
C -0.80 -0.52 -1.10
C 0.48 -1.36 -1.07
C 1.40 -0.81 -0.08
N 1.17 0.73 -0.05
H -1.17 2.07 1.19
H -0.48 1.60 -1.22
H -1.69 -1.04 -0.42
H -1.23 -0.53 -2.13
H 0.38 -2.50 -0.79
H 0.93 -1.25 -2.04
H 2.61 -1.09 -0.20
H 1.09 -1.19 0.95
H 1.65 1.22 -0.98
H 1.71 1.15 0.73
*
```

ORCA calculation (ωB97M-V/def2-TZVPD) on a cluster of 2 separate species, C5H10O in total.

Computed properties:
- HOMO energy (eV) = -6.87
- ΔE to the lowest compared entry with this formula, charge and spin (kcal per mole) = 127.7

The geometry in ORCA input format:
```
! RIJCOSX wB97M-V def2-TZVPD def2/J DEFGRID3
* xyz 0 1
C 1.99 -0.32 -0.09
C 0.24 0.78 0.16
C -0.65 0.62 -0.95
C -1.72 -0.36 -0.54
O -1.25 -0.92 0.69
C -0.41 0.03 1.30
H 2.57 -0.10 -0.99
H 2.51 0.08 0.79
H 1.82 -1.40 0.03
H 0.80 1.69 0.35
H -0.72 1.33 -1.76
H 0.68 0.01 -0.76
H -1.88 -1.20 -1.23
H -2.70 0.13 -0.39
H -0.99 0.78 1.88
H 0.27 -0.50 1.97
*
```

ORCA calculation (ωB97M-V/def2-TZVPD) on a structure of composition C3HLiO4Pt in a non-equilibrium geometry.

Computed properties:
- HOMO energy (alpha / beta) (eV) = -11.78 / -11.61
- expectation value of S² = 3.8346
- ΔE to the lowest compared entry with this formula, charge and spin (kcal per mole) = 7.7

The geometry in ORCA input format:
```
! RIJCOSX wB97M-V def2-TZVPD def2/J DEFGRID3
* xyz 1 4
O 2.53 -0.22 0.07
C 1.35 -0.05 0.07
O 0.53 0.85 0.18
Pt 4.14 0.54 0.09
O 0.03 -1.66 -0.18
C -1.20 -1.05 -0.18
C -1.40 0.19 0.02
O -2.10 1.23 -0.09
Li -3.01 2.60 0.51
H -0.87 -2.41 -0.49
*
```

ORCA calculation (ωB97M-V/def2-TZVPD) on a cluster of 2 separate species, C2H6N2S2 in total.

Computed properties:
- SMILES string = C=NS.NC=S
- HOMO energy (eV) = -8.44
- ΔE to the lowest compared entry with this formula, charge and spin (kcal per mole) = 26.8

The geometry in ORCA input format:
```
! RIJCOSX wB97M-V def2-TZVPD def2/J DEFGRID3
* xyz 0 1
C -0.84 1.96 -2.12
N -0.14 1.34 -1.26
S 0.72 -0.04 -1.82
H -1.39 2.83 -1.77
H -0.93 1.68 -3.17
H 1.26 -0.33 -0.63
N -0.66 -1.71 0.63
C -0.75 -0.76 1.57
S 0.48 -0.23 2.51
H 0.22 -2.16 0.46
H -1.45 -2.00 0.09
H -1.76 -0.35 1.66
*
```

ORCA calculation (ωB97M-V/def2-TZVPD) on a cluster of 2 separate species, C19H17F11NO6S in total in a non-equilibrium geometry.

Computed properties:
- HOMO energy (eV) = -3.65
- ΔE to the lowest compared entry with this formula, charge and spin (kcal per mole) = 0.0

The geometry in ORCA input format:
```
! RIJCOSX wB97M-V def2-TZVPD def2/J DEFGRID3
* xyz -1 1
C -0.12 3.46 -3.22
C -0.40 1.95 -3.19
O 0.24 1.24 -3.92
N -1.45 1.43 -2.34
C -2.45 2.45 -1.97
C -0.93 0.87 -1.11
C -1.59 -0.16 -0.56
C -2.80 -0.80 -1.19
C -2.38 -1.53 -2.51
C -3.37 -2.67 -2.87
O -1.11 -2.14 -2.26
C -1.12 -0.75 0.77
O -1.94 -1.34 1.43
C 0.31 -0.51 1.20
S 0.97 -1.58 2.49
O 2.21 -2.14 2.07
O 0.08 -2.64 2.86
C 1.29 -0.64 4.06
F 2.28 0.26 3.95
F 1.70 -1.55 4.95
C 0.04 0.08 4.67
F -0.90 0.40 3.76
F 0.47 1.25 5.20
C -0.66 -0.67 5.84
F 0.04 -0.64 6.96
F -1.80 0.02 6.10
F -1.04 -1.89 5.52
C 0.97 0.49 0.61
C 2.41 0.80 0.92
C 3.27 0.86 -0.42
C 4.20 -0.30 -0.53
F 5.40 -0.23 0.12
C 3.92 -1.38 -1.27
F 2.75 -1.47 -1.83
F 4.81 -2.31 -1.49
C 0.28 1.38 -0.42
O 0.77 2.48 -0.61
H 0.92 3.64 -3.50
H -0.28 3.96 -2.26
H -0.77 3.96 -3.94
H -2.92 2.86 -2.87
H -2.04 3.26 -1.35
H -3.23 1.99 -1.36
H -3.23 -1.57 -0.55
H -3.57 -0.06 -1.42
H -2.31 -0.82 -3.35
H -2.81 -3.61 -2.85
H -3.76 -2.53 -3.88
H -4.20 -2.69 -2.16
H -0.48 -1.76 -2.88
H 2.86 0.05 1.56
H 2.45 1.82 1.34
H 2.63 0.81 -1.30
H 3.89 1.76 -0.41
F 2.54 -3.13 -0.58
*
```

ORCA calculation (ωB97M-V/def2-TZVPD) on a cluster of 8 separate species, C10H36N8O8 in total in a non-equilibrium geometry.

Computed properties:
- SMILES string = NC(N)=O.NC(N)=O.NC(N)=O.NC(N)=O.CC(C)O.CC(C)O.O.O
- HOMO energy (eV) = -9.49
- ΔE to the lowest compared entry with this formula, charge and spin (kcal per mole) = 105.8

The geometry in ORCA input format:
```
! RIJCOSX wB97M-V def2-TZVPD def2/J DEFGRID3
* xyz 0 1
N -1.31 -0.61 4.38
C -2.12 -1.62 4.13
N -2.78 -1.81 5.25
O -2.13 -2.26 3.02
H -1.28 -0.22 5.32
H -0.97 -0.12 3.56
H -3.52 -2.47 5.42
H -2.59 -1.03 5.86
N 7.30 -13.60 8.97
C 6.55 -12.71 9.56
N 6.35 -13.14 10.80
O 6.22 -11.67 9.08
H 7.72 -14.43 9.36
H 7.71 -13.22 8.13
H 6.77 -13.96 11.22
H 5.64 -12.67 11.34
N -1.58 -12.04 5.53
C -0.44 -12.39 5.13
N 0.46 -12.19 6.06
O -0.15 -12.77 4.04
H -2.21 -12.20 4.75
H -1.87 -11.89 6.48
H 1.37 -12.48 5.74
H 0.30 -11.64 6.89
N 5.39 -11.29 0.78
C 5.35 -12.53 1.21
N 4.72 -13.25 0.27
O 5.55 -13.00 2.34
H 5.55 -10.52 1.41
H 5.09 -10.93 -0.12
H 4.31 -12.68 -0.46
H 4.29 -14.14 0.52
C 5.50 1.30 11.08
C 6.52 2.49 10.96
C 7.25 2.75 9.62
O 5.92 3.73 11.35
H 4.59 1.51 10.52
H 5.17 0.94 12.06
H 6.05 0.43 10.72
H 7.23 2.48 11.79
H 7.59 3.79 9.59
H 6.58 2.57 8.78
H 8.14 2.13 9.57
H 5.52 3.59 12.21
C 3.55 -5.00 7.16
C 4.66 -5.00 6.16
C 6.08 -4.62 6.61
O 4.53 -6.27 5.64
H 3.05 -4.04 7.28
H 3.92 -5.02 8.18
H 2.76 -5.73 7.04
H 4.40 -4.28 5.38
H 6.77 -5.08 5.90
H 6.34 -5.13 7.53
H 6.22 -3.55 6.77
H 4.73 -6.89 6.35
O 2.20 -4.07 0.62
H 2.42 -4.84 1.14
H 1.25 -3.96 0.73
O 6.12 -8.25 13.20
H 5.34 -8.67 13.54
H 5.93 -8.10 12.27
*
```